# 1
{
  "formula": "C4H10NOP",
  "method": "ωB97M-V with the def2-TZVPD basis set",
  "homo_lumo_gap_ev": 8.5,
  "elements": ["C", "C", "C", "C", "N", "O", "P", "H", "H", "H", "H", "H", "H", "H", "H", "H", "H"],
  "positions_angstrom": [[-2.99, -0.90, -2.36], [0.91, -1.22, -0.28], [1.03, 1.09, 2.75], [0.55, -0.05, -1.13], [-1.90, -0.78, -2.06], [-1.34, 1.81, -1.50], [-1.06, 0.75, -0.58], [-4.05, -1.00, -2.54], [1.46, 1.84, 3.56], [0.93, -0.95, 0.85], [0.24, -2.05, -0.39], [1.85, -1.64, -0.56], [1.21, -0.05, 2.99], [-0.04, 1.21, 2.72], [1.41, 1.33, 1.81], [0.46, -0.28, -2.21], [1.32, 0.90, -1.06]]
}


# 2
{
  "formula": "C4H10NOS",
  "method": "ωB97M-V with the def2-TZVPD basis set",
  "homo_lumo_gap_ev": 6.4,
  "charge": -1,
  "smiles": "CN[C@H](CO)C[S-]",
  "elements": ["C", "N", "C", "C", "O", "C", "S", "H", "H", "H", "H", "H", "H", "H", "H", "H", "H"],
  "positions_angstrom": [[1.23, -0.21, -1.85], [1.13, 0.45, -0.55], [0.13, -0.13, 0.35], [-1.31, 0.11, -0.12], [-2.17, -0.99, 0.18], [0.31, 0.38, 1.77], [-0.76, -0.50, 2.94], [2.05, -0.93, -1.82], [0.34, -0.82, -2.05], [1.33, 0.51, -2.66], [1.02, 1.46, -0.66], [0.30, -1.20, 0.38], [-1.74, 1.02, 0.32], [-1.33, 0.23, -1.20], [-2.01, -1.14, 1.14], [0.11, 1.46, 1.80], [1.38, 0.30, 2.03]]
}


# 3
{
  "formula": "C4H10NOS",
  "method": "ωB97M-V with the def2-TZVPD basis set",
  "spin_multiplicity": 2,
  "homo_lumo_gap_ev": [5.7, 5.7],
  "charge": -2,
  "elements": ["C", "O", "C", "C", "C", "S", "N", "H", "H", "H", "H", "H", "H", "H", "H", "H", "H"],
  "positions_angstrom": [[-1.63, -0.99, 0.07], [-2.63, -0.14, -0.29], [-0.28, -0.24, 0.44], [0.50, 0.27, -0.78], [1.75, 1.05, -0.41], [3.15, -0.02, 0.22], [-0.71, 0.91, 1.29], [-1.84, -1.54, 1.02], [-1.39, -1.68, -0.77], [0.33, -0.87, 1.09], [0.87, -0.76, -1.31], [-0.27, 0.77, -1.38], [1.55, 1.77, 0.37], [2.15, 1.57, -1.29], [0.76, -1.77, -1.59], [-0.62, 0.65, 2.26], [-1.70, 1.03, 1.04]]
}


# 4
{
  "formula": "C4H10NOS",
  "method": "ωB97M-V with the def2-TZVPD basis set",
  "spin_multiplicity": 2,
  "homo_lumo_gap_ev": [9.5, 6.7],
  "elements": ["C", "O", "C", "C", "C", "S", "N", "H", "H", "H", "H", "H", "H", "H", "H", "H", "H"],
  "positions_angstrom": [[-0.62, 1.67, -0.85], [0.73, 2.06, -0.92], [-0.62, 0.15, -0.45], [0.03, 0.10, 0.99], [0.38, -1.36, 1.01], [1.62, -1.52, 2.45], [-0.17, -0.78, -1.50], [-1.21, 1.66, -2.01], [-1.23, 2.31, -0.24], [-1.76, -0.19, -0.21], [-0.71, 0.58, 1.71], [0.82, 0.78, 0.84], [-0.42, -1.99, 1.29], [0.82, -1.68, 0.14], [2.51, -0.59, 1.87], [0.68, -0.31, -1.93], [-0.83, -0.89, -2.19]]
}


# 5
{
  "formula": "C4H10NOS",
  "method": "ωB97M-V with the def2-TZVPD basis set",
  "homo_lumo_gap_ev": 9.2,
  "charge": 1,
  "elements": ["C", "C", "C", "C", "N", "O", "S", "H", "H", "H", "H", "H", "H", "H", "H", "H", "H"],
  "positions_angstrom": [[1.47, 0.09, -0.84], [0.93, 0.57, 0.48], [-0.45, -1.47, -1.27], [-1.36, 0.42, 2.07], [0.21, -0.15, -1.65], [0.52, -2.38, -1.14], [-0.41, -0.68, 0.78], [2.09, 0.86, -1.41], [2.02, -0.86, -0.75], [1.82, 0.55, 1.08], [0.42, 1.58, 0.50], [-1.80, -0.25, 2.83], [-0.50, 1.00, 2.41], [-2.15, 0.96, 1.53], [-0.41, 0.57, -1.39], [0.37, -0.12, -2.61], [0.13, -3.23, -1.13]]
}


# 6
{
  "formula": "C4H10NOS2",
  "method": "ωB97M-V with the def2-TZVPD basis set",
  "homo_lumo_gap_ev": 8.5,
  "charge": 1,
  "elements": ["C", "C", "C", "C", "N", "O", "S", "S", "H", "H", "H", "H", "H", "H", "H", "H", "H", "H"],
  "positions_angstrom": [[-0.20, -1.97, -0.64], [-0.90, 2.03, 0.93], [0.54, -0.15, 0.71], [-0.20, 0.95, -0.11], [1.86, -0.25, 0.57], [0.79, 1.61, -0.85], [-1.27, -3.15, -0.09], [0.08, -1.69, -2.25], [-0.08, 2.55, 1.59], [-1.41, 2.73, 0.35], [-1.55, 1.51, 1.54], [-0.19, -0.71, 1.33], [-1.14, 0.57, -0.71], [2.45, -1.00, 0.81], [2.10, 0.35, -0.22], [-0.82, -3.27, 1.13], [0.43, 2.46, -1.04], [-0.49, -2.57, -3.05]]
}


# 7
{
  "formula": "C4H10NP",
  "method": "ωB97M-V with the def2-TZVPD basis set",
  "homo_lumo_gap_ev": 9.2,
  "smiles": "CP(C)#N.C=C",
  "elements": ["C", "P", "C", "N", "H", "H", "H", "H", "H", "H", "C", "C", "H", "H", "H", "H"],
  "positions_angstrom": [[-0.69, -0.13, 1.69], [-1.43, 0.10, 0.02], [-1.15, -1.37, -0.96], [-2.42, 1.16, -0.30], [-1.19, -1.17, 2.09], [0.36, -0.21, 1.73], [-1.23, 0.80, 2.20], [-1.57, -2.24, -0.38], [-1.37, -1.08, -2.02], [-0.04, -1.70, -1.09], [1.46, 1.41, -0.85], [2.14, 0.57, -0.12], [1.68, 2.44, -0.97], [0.50, 1.03, -1.39], [1.95, -0.49, -0.14], [2.99, 0.88, 0.51]]
}


# 8
{
  "formula": "C4H10NS",
  "method": "ωB97M-V with the def2-TZVPD basis set",
  "homo_lumo_gap_ev": 10.0,
  "charge": 1,
  "smiles": "C[C@]1([NH3+])CCS1",
  "elements": ["C", "C", "N", "C", "C", "S", "H", "H", "H", "H", "H", "H", "H", "H", "H", "H"],
  "positions_angstrom": [[-1.07, -0.89, -1.17], [-0.12, -0.40, -0.10], [-0.69, -0.58, 1.33], [0.17, 1.11, -0.29], [1.75, 0.92, 0.28], [1.68, -0.83, -0.11], [-1.60, -1.73, -0.81], [-0.38, -1.29, -1.96], [-1.71, -0.03, -1.61], [-1.70, -0.29, 1.33], [-0.08, -0.07, 1.86], [-0.61, -1.55, 1.49], [-0.27, 2.00, 0.16], [0.37, 1.24, -1.35], [2.46, 1.49, -0.39], [1.81, 0.90, 1.33]]
}


# 9
{
  "formula": "C4H10NS",
  "method": "ωB97M-V with the def2-TZVPD basis set",
  "homo_lumo_gap_ev": 8.6,
  "charge": 1,
  "elements": ["C", "C", "C", "C", "N", "S", "H", "H", "H", "H", "H", "H", "H", "H", "H", "H"],
  "positions_angstrom": [[-1.51, -1.26, -0.23], [1.27, 0.23, -0.79], [-0.49, 1.44, 0.52], [0.67, 0.47, 0.46], [0.91, -0.25, 1.47], [-1.89, -1.86, -1.72], [-2.48, -0.87, 0.26], [1.10, -0.85, -1.11], [2.35, 0.50, -0.70], [0.78, 0.68, -1.69], [-0.30, 2.08, 1.38], [-0.69, 1.89, -0.43], [-1.29, 0.73, 0.76], [0.39, -0.10, 2.35], [1.75, -0.94, 1.59], [-0.58, -1.90, -2.13]]
}


# 10
{
  "formula": "C4H10NS",
  "method": "ωB97M-V with the def2-TZVPD basis set",
  "homo_lumo_gap_ev": 8.6,
  "charge": 1,
  "smiles": "C[NH+](C)CC=S",
  "elements": ["C", "N", "C", "C", "C", "S", "H", "H", "H", "H", "H", "H", "H", "H", "H", "H"],
  "positions_angstrom": [[-1.07, 0.60, 1.02], [-0.07, 0.42, -0.10], [1.27, 0.05, 0.49], [-0.49, -0.61, -1.02], [0.20, -0.22, -2.41], [0.78, 1.36, -2.64], [-1.23, -0.22, 1.66], [-0.82, 1.54, 1.61], [-2.01, 0.80, 0.46], [0.20, 1.27, -0.57], [1.13, -0.87, 1.17], [1.85, -0.36, -0.32], [1.77, 0.89, 0.84], [-1.62, -0.49, -1.07], [-0.04, -1.56, -0.70], [0.51, -1.01, -3.09]]
}


# 11
{
  "formula": "C4H10NS",
  "method": "ωB97M-V with the def2-TZVPD basis set",
  "homo_lumo_gap_ev": 10.5,
  "charge": 1,
  "smiles": "C[C@H](S)[NH+]1CC1",
  "elements": ["C", "C", "S", "N", "C", "C", "H", "H", "H", "H", "H", "H", "H", "H", "H", "H"],
  "positions_angstrom": [[0.93, -1.59, 0.03], [0.75, -0.19, -0.44], [2.26, 0.74, 0.16], [-0.48, 0.39, 0.32], [-1.26, 1.64, 0.04], [-1.88, 0.34, -0.18], [1.33, -1.42, 1.06], [1.51, -2.23, -0.55], [0.02, -2.14, 0.01], [0.84, -0.15, -1.55], [3.13, -0.15, 0.31], [-0.32, 0.13, 1.34], [-0.81, 2.20, -0.79], [-1.59, 2.34, 0.86], [-2.54, -0.03, 0.65], [-1.90, 0.11, -1.27]]
}


# 12
{
  "formula": "C4H10NS",
  "method": "ωB97M-V with the def2-TZVPD basis set",
  "homo_lumo_gap_ev": 10.7,
  "charge": 1,
  "elements": ["C", "C", "C", "C", "N", "S", "H", "H", "H", "H", "H", "H", "H", "H", "H", "H"],
  "positions_angstrom": [[-1.14, 1.60, -0.15], [-1.70, 0.22, -0.22], [0.87, -1.64, 0.01], [0.93, -0.22, -0.40], [-0.49, 0.53, 0.51], [2.37, 0.73, -0.05], [-0.64, 1.91, -0.99], [-1.49, 2.47, 0.33], [-2.52, 0.19, 0.44], [-1.65, -0.48, -1.16], [0.68, -1.95, 1.10], [2.00, -2.10, -0.16], [0.24, -2.15, -0.57], [0.46, -0.15, -1.43], [-0.50, 0.62, 1.51], [2.59, 0.42, 1.22]]
}


Computed values of E_tot (unit: Eh) for the preceding records, in sequence: -629.67693 -686.61219 -686.38735 -686.43669 -686.20841 -1084.40759 -554.36399 -611.03980 -610.96755 -611.03197 -611.01272 -610.98889.
Computed values of relative energy (zero: lowest compared OMol25 entry of this formula, charge and spin) (unit: kJ/mol) for the preceding records, in sequence: 249.5 137.6 181.4 169.4 426.9 262.0 317.0 166.6 356.3 187.1 237.7 300.2.